This record from OMol25 describes C20H50B2F8N2NiO6S4 as an isolated structure in a non-equilibrium geometry. The level of theory is ωB97M-V/def2-TZVPD.

Positions of all 93 atoms, in Å:
1 Ni 15.37911 12.67504 12.88956
2 B 15.08492 14.66284 14.78909
3 F 14.23887 14.35019 13.67109
4 F 15.59760 15.94414 14.54700
5 F 14.46559 14.37306 15.94270
6 F 16.20092 13.70373 14.59408
7 B 13.26329 11.81444 10.61802
8 F 13.25718 12.07443 9.28648
9 F 12.41782 10.70445 10.93273
10 F 14.57888 11.39813 11.14320
11 F 12.92622 12.94066 11.37700
12 C 11.45758 12.67484 13.58434
13 S 12.38435 11.41283 14.43852
14 O 13.85282 11.55641 13.94559
15 C 12.57858 11.92449 16.09986
16 H 10.68956 13.01263 14.33730
17 H 10.99155 12.09595 12.76610
18 H 12.09721 13.45923 13.20873
19 H 12.95173 12.92152 16.21206
20 H 13.22827 11.17151 16.54162
21 H 11.62471 11.82218 16.55322
22 C 16.24246 8.88462 11.25536
23 S 17.08794 10.40580 11.62240
24 O 16.52987 11.08257 12.84874
25 C 18.62750 9.82836 12.22185
26 H 15.41277 9.19470 10.68463
27 H 15.89712 8.43481 12.21096
28 H 16.85339 8.25817 10.63126
29 H 19.32836 9.70577 11.44810
30 H 18.49162 8.91366 12.76102
31 H 18.91701 10.62624 12.90432
32 C 10.42652 13.96347 8.33469
33 S 10.92701 15.03851 6.91527
34 O 11.42974 16.30323 7.49270
35 C 12.34217 13.98139 6.52807
36 H 10.99430 14.38035 9.19836
37 H 10.52626 12.88529 8.21155
38 H 9.34650 14.19105 8.50239
39 H 12.87331 13.76391 7.47176
40 H 13.05285 14.54716 5.96581
41 H 12.03529 12.99700 6.06323
42 C 16.46860 14.70211 9.13739
43 S 15.49604 14.66074 10.66314
44 O 16.41795 13.93296 11.69436
45 C 15.42097 16.34602 11.12766
46 H 15.92513 15.23922 8.37419
47 H 16.42940 13.62437 8.95726
48 H 17.48768 15.12337 9.23381
49 H 16.33401 16.86126 11.11606
50 H 15.02785 16.27923 12.16324
51 H 14.67088 16.79306 10.47525
52 C 7.79508 16.28537 13.31232
53 C 9.32922 16.38424 13.47841
54 O 9.84484 16.25972 14.55938
55 N 10.02502 16.28223 12.23978
56 C 11.43258 16.52706 12.25853
57 H 7.34601 17.25270 13.12287
58 H 7.36732 15.96682 14.26260
59 H 7.56022 15.63528 12.42942
60 H 9.49541 16.47932 11.37865
61 H 12.05900 15.63270 12.44061
62 H 11.68432 17.24649 13.04525
63 H 11.84483 16.87261 11.30737
64 C 9.13122 10.08333 8.85301
65 C 8.82746 8.74109 9.42974
66 C 8.71025 7.66484 8.34382
67 C 8.61620 6.18469 8.91230
68 C 9.77095 5.99456 9.83874
69 C 9.93785 7.04323 10.98704
70 N 9.98373 8.41683 10.31397
71 O 10.03278 9.42864 11.30950
72 C 8.80586 6.81850 12.02878
73 C 11.25001 6.86770 11.70325
74 C 7.41132 8.83164 10.11811
75 H 8.34279 10.22584 8.05050
76 H 10.09308 10.14613 8.33590
77 H 9.14128 10.76549 9.69890
78 H 7.91318 7.87815 7.62762
79 H 9.58103 7.73621 7.71418
80 H 8.82376 5.49122 8.08761
81 H 7.60912 5.98816 9.39318
82 H 10.67818 6.07206 9.27778
83 H 9.69624 4.97841 10.28689
84 H 7.79705 6.51215 11.62882
85 H 9.10388 5.97570 12.62276
86 H 8.79873 7.68107 12.65140
87 H 11.33236 5.82762 12.05414
88 H 12.11333 7.06498 11.07837
89 H 11.35640 7.56601 12.51465
90 H 7.06487 9.89266 10.01126
91 H 7.56536 8.65716 11.23484
92 H 6.78619 8.09988 9.66475
93 H 10.85003 9.94395 11.07339

Its total energy is -144302.523 eV. Its spin multiplicity is 3. As for the frontier orbital gap (spin up / spin down): 0.3082 / 0.3080 Ha. The value obtained for the maximum force is 3.15 eV/Å. As for the expectation value of S²: 2.00.

Löwdin atomic charge list, values in e, 2 entries:
1 Ni 0.7548
2 B -1.1764

This record from OMol25 describes a 3-piece molecular cluster, C20H50BrF3N6O3P3S overall in a non-equilibrium geometry. The level of theory is ωB97M-V/def2-TZVPD.

Positions of all 87 atoms, in Å:
1 C -4.40120 -7.14751 -4.02609
2 C -2.90217 -6.85799 -3.97628
3 C -2.53051 -5.36820 -4.18639
4 Br -1.19317 -4.85448 -2.62457
5 C -3.63735 -4.44171 -4.42064
6 C -4.25347 -3.83893 -3.14743
7 C -5.79779 -3.79804 -3.17064
8 O -6.32446 -3.77978 -4.48725
9 C -7.53326 -4.43325 -4.62479
10 C -7.71306 -4.92367 -6.06905
11 F -6.68551 -4.62154 -6.85650
12 F -8.82539 -4.37704 -6.63040
13 F -7.88956 -6.26613 -6.11304
14 P -2.98658 -3.16700 -5.44412
15 S -2.68003 -3.59842 -7.35650
16 H -4.94166 -6.64679 -3.22509
17 H -4.54474 -8.22827 -3.92750
18 H -4.81336 -6.86230 -4.99007
19 H -2.48861 -7.23586 -3.04220
20 H -2.45175 -7.42981 -4.78969
21 H -1.90653 -5.33572 -5.07981
22 H -3.98773 -4.44616 -2.28408
23 H -3.90400 -2.80836 -3.02265
24 H -6.16249 -4.69027 -2.64619
25 H -6.17436 -2.93270 -2.61114
26 H -8.39536 -3.79130 -4.40289
27 H -7.60914 -5.31654 -3.98246
28 H -3.83141 -2.05205 -5.30114
29 H -1.73408 -2.74414 -4.92840
30 O 0.12341 -0.92862 -0.00253
31 P 1.45845 -1.14542 0.58960
32 N 2.30018 -2.27037 -0.36647
33 C 1.94498 -3.68504 -0.31790
34 C 2.40128 -1.80569 -1.74887
35 N 1.10392 -1.76724 2.13470
36 C 1.79480 -2.88542 2.73268
37 C -0.28062 -1.68216 2.57996
38 N 2.79821 -0.21064 1.10492
39 C 2.49415 1.22344 1.20474
40 C 4.14229 -0.41400 0.57451
41 H 2.58380 -4.22957 -1.01569
42 H 0.90200 -3.88823 -0.58580
43 H 2.14643 -4.10469 0.66248
44 H 2.73395 -0.76417 -1.77873
45 H 1.44529 -1.86695 -2.27863
46 H 3.14280 -2.40296 -2.28303
47 H 1.36339 -3.84801 2.43414
48 H 1.73515 -2.82107 3.82413
49 H 2.85534 -2.87776 2.47381
50 H -0.90673 -2.49098 2.18269
51 H -0.72715 -0.74005 2.27762
52 H -0.29952 -1.72889 3.67240
53 H 2.41432 1.70018 0.22021
54 H 3.26247 1.74093 1.77922
55 H 1.54800 1.37063 1.72870
56 H 4.26078 -0.12933 -0.47749
57 H 4.45118 -1.44764 0.69010
58 H 4.81741 0.20671 1.16889
59 O 2.31969 4.39278 3.13810
60 P 2.78862 5.72829 3.56318
61 N 1.41578 6.64929 3.97864
62 C 0.54635 7.15220 2.92448
63 C 0.64607 5.98956 5.02872
64 N 3.55883 6.33744 2.17796
65 C 3.39462 7.68632 1.68454
66 C 3.82269 5.39285 1.09755
67 N 3.89449 6.41235 4.67333
68 C 4.84099 5.42880 5.21690
69 C 3.48243 7.35774 5.70845
70 H -0.28649 7.68592 3.38662
71 H 0.13471 6.35856 2.28778
72 H 1.06053 7.87395 2.30032
73 H 1.30220 5.67133 5.84255
74 H 0.11793 5.10226 4.66296
75 H -0.07943 6.68942 5.44832
76 H 2.52185 7.78396 1.02913
77 H 4.27497 7.98151 1.10654
78 H 3.30345 8.39952 2.50602
79 H 2.94919 5.22512 0.45545
80 H 4.13387 4.43009 1.49112
81 H 4.63729 5.78335 0.48323
82 H 4.37741 4.75777 5.94874
83 H 5.67721 5.93897 5.69539
84 H 5.24635 4.81854 4.40687
85 H 2.85820 6.92116 6.49595
86 H 2.95502 8.19984 5.27347
87 H 4.39387 7.73811 6.17441

Its total energy is -153532.206 eV. As for the frontier orbital gap: 0.1924 Ha. Its charge is -1. The value obtained for the maximum force is 3.74 eV/Å.

Löwdin atomic charge list, values in e, 2 entries:
1 C -0.1174
2 C -0.2931

This record from OMol25 describes a 5-piece molecular cluster, C20H50BrN4O4 overall in a non-equilibrium geometry. The level of theory is ωB97M-V/def2-TZVPD.

Positions of all 79 atoms, in Å:
1 C 3.50680 3.29021 -0.84062
2 C 4.06837 1.93866 -1.08788
3 O 3.92567 1.22599 -2.02110
4 N 5.14512 1.38602 -0.06269
5 H 5.75011 2.09381 0.40965
6 H 4.40130 1.18810 0.68499
7 C 5.91172 0.28446 -0.57584
8 H 4.39958 3.95609 -0.63417
9 H 2.78139 3.29487 -0.01614
10 H 3.06360 3.67252 -1.70356
11 H 6.71913 0.67052 -1.17819
12 H 5.41307 -0.52810 -1.05359
13 H 6.37676 -0.12892 0.33330
14 C -4.69482 2.30303 -1.72016
15 C -4.04444 1.08112 -1.16079
16 C -3.96101 -0.05391 -2.17907
17 C -2.98059 0.18434 -3.33843
18 C -1.60186 0.32281 -2.69661
19 C -1.38064 1.48378 -1.75418
20 N -2.60873 1.52874 -0.92351
21 O -2.38050 1.86756 0.26988
22 C -1.27676 2.80119 -2.50532
23 C -0.14551 1.16884 -0.90371
24 C -4.78566 0.59456 0.15948
25 H -4.57183 3.13486 -1.03065
26 H -5.76689 2.14834 -1.84900
27 H -4.30412 2.64693 -2.62813
28 H -4.95196 -0.23650 -2.52166
29 H -3.63961 -1.01888 -1.78634
30 H -3.26111 0.93879 -4.02834
31 H -2.86086 -0.70364 -3.99059
32 H -0.80597 0.51776 -3.47402
33 H -1.30925 -0.65711 -2.27763
34 H -2.09404 3.02920 -3.13087
35 H -0.39483 2.74746 -3.06898
36 H -1.18357 3.58067 -1.78165
37 H 0.55621 0.80564 -1.67084
38 H -0.36252 0.36321 -0.19513
39 H 0.24116 2.05146 -0.38337
40 H -5.00515 1.56206 0.73199
41 H -4.21497 -0.16968 0.67711
42 H -5.71930 0.13571 -0.13473
43 C 2.47695 -4.62844 -4.11948
44 C 1.99275 -4.76689 -2.66731
45 C 1.14382 -6.03027 -2.53903
46 O 0.82034 -6.11169 -1.20979
47 C 0.52372 -7.47046 -0.79285
48 N 3.22523 -4.97045 -1.77609
49 H 3.75037 -4.09916 -1.65270
50 H 2.87547 -5.21029 -0.84600
51 H 3.76588 -5.67170 -2.23098
52 H 3.17184 -5.41620 -4.35277
53 H 3.06548 -3.70695 -4.32111
54 H 1.55901 -4.68954 -4.70182
55 H 1.48096 -3.89495 -2.28566
56 H 1.76522 -6.83932 -2.93996
57 H 0.30368 -5.87434 -3.20660
58 H 0.34705 -7.32538 0.30376
59 H 1.43209 -8.06680 -0.91542
60 H -0.31341 -7.90281 -1.34936
61 C -0.26268 1.25089 7.20060
62 C -0.61081 1.78255 5.73292
63 C -1.59368 2.91073 5.62769
64 O -1.58979 3.27021 4.22017
65 C -2.83319 3.89274 3.68129
66 N 0.66783 2.23360 5.06403
67 H 1.35179 2.57611 5.73299
68 H 1.18776 1.50526 4.54940
69 H 0.38327 2.85815 4.29958
70 H -1.15867 0.85061 7.60751
71 H 0.02584 2.07414 7.81917
72 H 0.56487 0.54477 7.08099
73 H -0.97815 0.96774 5.13302
74 H -1.15481 3.73314 6.22322
75 H -2.58364 2.60313 6.03839
76 H -3.21170 3.24548 2.87784
77 H -2.69693 4.92616 3.29316
78 H -3.63641 3.92916 4.44478
79 Br 2.78914 1.01851 2.01752

Its total energy is -105716.565 eV. As for the frontier orbital gap: 0.2064 Ha. Its charge is +3. The value obtained for the maximum force is 7.35 eV/Å.

Löwdin atomic charge list, values in e, 2 entries:
1 C 0.0110
2 C -0.4059

> Among the records above, which one has the highest maximum force?

C20H50BrN4O4